Molecular formula: C16H23F12Ni2O11
Method: DFT, the ωB97M-V functional and the def2-TZVPD basis

Structure (XYZ):
```
64
Properties=species:S:1:pos:R:3
Ni 2.752 -1.755 -2.657
Ni -0.651 -0.565 -3.322
O 1.190 -0.109 -0.934
H 1.439 0.210 -0.045
O 1.907 -0.091 -4.926
H 1.928 0.574 -5.641
O 0.380 -3.410 -3.214
H 0.073 -4.327 -3.349
C -6.670 3.516 -3.236
C -5.236 2.975 -3.044
O -4.538 3.713 -2.011
C -3.247 3.447 -1.781
O -2.583 2.591 -2.298
C -2.615 4.380 -0.705
F -3.199 5.546 -0.583
F -2.762 3.780 0.485
F -1.334 4.563 -0.994
H -7.172 3.611 -2.273
H -7.195 2.765 -3.826
H -6.600 4.477 -3.745
H -4.701 2.854 -3.985
H -5.357 1.979 -2.616
C 4.583 -2.431 7.860
C 3.069 -2.401 8.119
O 2.533 -2.151 6.897
C 2.579 -0.884 6.263
O 3.102 0.096 6.725
C 1.936 -0.914 4.827
F 1.580 -2.144 4.459
F 0.865 -0.171 4.698
F 2.877 -0.453 3.962
H 5.044 -1.461 7.677
H 4.746 -3.016 6.954
H 5.012 -2.948 8.718
H 2.693 -1.761 8.917
H 2.738 -3.395 8.422
C 5.598 3.491 -3.666
C 4.824 3.195 -2.379
O 5.729 2.754 -1.418
C 6.034 1.458 -1.311
O 5.423 0.531 -1.919
C 7.131 1.259 -0.223
F 6.454 0.959 0.867
F 7.864 0.171 -0.471
F 7.956 2.326 -0.218
H 4.894 3.821 -4.430
H 6.050 2.566 -4.024
H 6.375 4.253 -3.603
H 3.972 2.534 -2.535
H 4.405 4.177 -2.160
C -6.116 -5.051 -2.278
C -4.816 -4.473 -1.860
O -5.062 -3.807 -0.645
C -4.391 -2.677 -0.290
O -3.328 -2.276 -0.821
C -4.989 -1.940 0.913
F -5.002 -0.642 0.744
F -6.209 -2.390 1.168
F -4.216 -2.140 2.004
H -6.835 -4.250 -2.108
H -6.423 -5.858 -1.612
H -6.084 -5.529 -3.257
H -4.309 -3.890 -2.629
H -4.093 -5.257 -1.637
```

Output
gap between HOMO and LUMO (alpha / beta) = 0.2220 / 0.1649 hartree
net charge = +1
maximum force = 0.12023 hartree/bohr
HOMO level (alpha / beta) = -11.03 / -10.97 eV
spin multiplicity = 5
ΔE to the lowest compared entry with this formula, charge and spin = 308.5 kcal/mol



Molecular formula: C3H4N2S
Method: DFT, the ωB97M-V functional and the def2-TZVPD basis

Structure (XYZ):
```
10
Properties=species:S:1:pos:R:3
H -0.994 0.802 2.135
N -1.148 -0.011 1.537
C -0.385 0.103 0.500
C -0.220 -1.110 -0.231
C -0.161 -2.200 -0.679
N 0.188 1.268 0.024
S 0.932 1.350 -1.519
H -0.223 -3.125 -1.180
H -0.096 2.127 0.481
H 2.106 0.797 -1.069
```

Output
SMILES string = [H]/N=C(/C#C)NS
gap between HOMO and LUMO = 0.3562 hartree
maximum force = 0.03495 hartree/bohr
HOMO level = -9.16 eV
spin multiplicity = 1
ΔE to the lowest compared entry with this formula, charge and spin = 74.2 kcal/mol



Molecular formula: C49H64ClFN3O24PS3Si
Method: DFT, the ωB97M-V functional and the def2-TZVPD basis

Structure (XYZ):
```
147
Properties=species:S:1:pos:R:3
C 5.977 -0.433 2.670
C 6.578 0.952 3.139
Cl 7.832 0.616 4.452
C 7.250 1.796 1.966
C 7.257 0.965 0.636
C 8.370 0.063 0.257
C 9.568 -0.076 1.241
C 10.970 0.266 0.412
C 12.053 -0.927 0.429
O 12.177 0.376 1.235
C 8.221 -0.665 -1.025
S 9.466 -1.842 -1.616
O 10.620 -1.176 -2.210
O 8.832 -2.668 -2.633
F 9.888 -2.818 -0.365
C 7.040 -0.515 -1.896
C 5.945 0.365 -1.519
C 6.089 1.096 -0.231
S 4.645 2.144 0.189
C 3.293 0.993 -0.279
C 2.103 0.788 0.545
C 1.984 1.625 1.850
C 1.219 3.003 1.646
C 0.296 3.357 2.874
N 0.161 4.726 3.382
O -0.367 2.491 3.417
C 1.094 -0.206 0.090
C -0.150 -0.467 0.997
C -1.259 0.660 0.969
O -2.332 0.188 0.137
Si -3.709 -0.304 1.030
C -3.331 -1.043 2.741
C -4.921 1.156 1.043
C -4.518 -1.725 0.018
C 1.298 -0.957 -1.177
P 0.152 -2.258 -1.863
C -1.596 -1.622 -2.112
C 0.216 -3.792 -0.795
C 2.530 -0.691 -1.976
C 2.826 -1.438 -3.336
C 3.687 -2.699 -2.930
O 4.881 -2.767 -3.100
C 3.543 0.267 -1.552
N 4.752 0.515 -2.337
N 4.700 1.796 -2.959
C 5.515 1.895 -3.886
S 6.503 1.950 -5.141
H 5.166 -0.315 1.902
H 6.803 -1.116 2.350
H 5.483 -0.942 3.550
H 5.777 1.548 3.658
H 8.287 2.143 2.222
H 6.647 2.732 1.816
H 9.539 0.638 2.094
H 9.709 -1.144 1.572
H 10.879 0.888 -0.551
H 12.774 -1.004 -0.409
H 11.598 -1.763 1.001
H 6.977 -1.109 -2.841
H 2.998 1.901 2.258
H 1.504 1.003 2.657
H 1.925 3.874 1.545
H 0.565 3.001 0.734
H -0.847 4.903 3.499
H 0.520 4.699 4.348
H -0.582 -1.458 0.675
H 0.224 -0.579 2.057
H -1.576 0.932 2.015
H -0.857 1.605 0.514
H -3.370 -0.303 3.586
H -2.373 -1.641 2.754
H -4.160 -1.785 2.953
H -4.517 1.983 1.701
H -5.950 0.916 1.406
H -4.908 1.587 -0.002
H -3.817 -2.614 0.110
H -4.642 -1.469 -1.063
H -5.481 -2.076 0.496
H -1.658 -0.502 -2.093
H -2.223 -2.034 -1.268
H -2.089 -2.018 -3.045
H -0.299 -4.624 -1.355
H 1.280 -4.145 -0.667
H -0.294 -3.675 0.207
H 1.896 -1.739 -3.872
H 3.507 -0.777 -3.933
H 3.119 -3.535 -2.414
O -5.341 1.488 -2.886
C -5.310 0.523 -3.585
O -5.540 0.538 -4.925
C -5.190 -0.748 -5.429
C -5.322 -1.631 -4.221
O -5.041 -0.734 -3.145
H -5.858 -1.044 -6.235
H -4.166 -0.710 -5.811
H -6.332 -2.026 -4.098
H -4.617 -2.462 -4.230
O 2.089 6.737 6.781
C 2.290 7.401 5.810
O 1.817 7.107 4.571
C 2.070 8.238 3.742
C 3.220 8.911 4.439
O 3.021 8.545 5.802
H 2.318 7.929 2.728
H 1.174 8.863 3.712
H 4.190 8.532 4.109
H 3.205 9.994 4.320
O -3.096 -4.693 -2.261
C -3.770 -5.184 -1.407
O -3.350 -5.404 -0.132
C -4.494 -5.781 0.630
C -5.429 -6.322 -0.416
O -5.050 -5.594 -1.583
H -4.233 -6.525 1.382
H -4.893 -4.895 1.131
H -5.280 -7.387 -0.600
H -6.473 -6.150 -0.172
O -2.491 9.468 10.479
C -1.848 8.759 9.773
O -2.350 8.069 8.712
C -1.243 7.529 7.994
C -0.167 7.465 9.040
O -0.515 8.530 9.922
H -1.487 6.550 7.584
H -0.990 8.205 7.173
H -0.182 6.525 9.598
H 0.827 7.613 8.624
O -7.557 -7.936 -1.316
C -7.597 -7.919 -2.508
O -8.419 -8.700 -3.258
C -8.339 -8.230 -4.601
C -7.001 -7.548 -4.636
O -6.830 -7.119 -3.290
H -8.407 -9.057 -5.307
H -9.167 -7.540 -4.783
H -6.188 -8.232 -4.895
H -6.981 -6.701 -5.320
O -8.526 -2.634 -4.887
C -8.940 -2.005 -5.809
O -8.179 -1.181 -6.580
C -8.974 -0.798 -7.700
C -10.376 -0.978 -7.192
O -10.232 -2.016 -6.226
H -8.763 0.230 -7.992
H -8.743 -1.459 -8.540
H -10.760 -0.083 -6.695
H -11.072 -1.271 -7.977
```

Output
SMILES string = C[C@@H](Cl)Cc1c(C[C@@H]2CO2)c(S(=O)(=O)F)cc2c1Sc1c(CCC(N)=O)c(CCO[Si](C)(C)C)c(P(C)C)c(CC=O)c1N2N=C=S.O=C1OCCO1.O=C1OCCO1.O=C1OCCO1.O=C1OCCO1.O=C1OCCO1.O=C1OCCO1
gap between HOMO and LUMO = 0.2574 hartree
maximum force = 0.09129 hartree/bohr
HOMO level = -7.54 eV
spin multiplicity = 1



Molecular formula: C3H4N2O4
Method: DFT, the ωB97M-V functional and the def2-TZVPD basis

Structure (XYZ):
```
13
Properties=species:S:1:pos:R:3
C -1.310 -0.223 -2.216
N -0.282 -0.477 -1.071
O 0.834 0.450 -1.091
N 0.962 0.881 0.378
O 2.227 1.077 0.681
C 0.163 -0.103 1.138
O 0.248 -0.269 2.332
C -0.818 -0.733 0.217
O -2.109 -0.967 0.197
H -0.958 -0.618 -3.090
H -1.810 0.771 -2.257
H -2.124 -1.070 -2.166
H 2.312 2.120 0.583
```

Output
SMILES string = Cn1on(O)c(=O)c1=O
gap between HOMO and LUMO = 0.3235 hartree
maximum force = 0.14643 hartree/bohr
HOMO level = -9.63 eV
spin multiplicity = 1
ΔE to the lowest compared entry with this formula, charge and spin = 175.8 kcal/mol



Molecular formula: C34H50N3OP2SZn
Method: DFT, the ωB97M-V functional and the def2-TZVPD basis

Structure (XYZ):
```
92
Properties=species:S:1:pos:R:3
C -0.315 -0.210 -2.912
C 1.322 -1.054 -1.497
C 0.392 -0.581 -4.060
C 2.121 -1.399 -2.594
C 1.646 -1.171 -3.891
H -0.028 -0.336 -5.033
H 3.100 -1.836 -2.416
H 2.247 -1.443 -4.756
N 0.095 -0.555 -1.692
P -1.924 1.535 -1.445
P 0.710 -2.166 1.056
C -1.570 0.628 -3.024
H -1.449 1.343 -3.858
H -2.428 -0.023 -3.272
C 1.810 -1.136 -0.063
H 2.818 -1.577 -0.028
C 1.522 -2.030 2.787
C 0.795 -3.941 0.438
C -1.009 3.180 -1.694
C -3.798 1.694 -1.390
C 0.885 -0.847 3.536
H -0.198 -0.981 3.653
H 1.328 -0.790 4.543
H 1.053 0.115 3.041
C 1.248 -3.282 3.634
H 0.172 -3.456 3.760
H 1.725 -4.186 3.238
H 1.668 -3.115 4.638
C 3.039 -1.816 2.671
H 3.459 -1.781 3.687
H 3.538 -2.640 2.148
H 3.296 -0.871 2.176
C -0.299 -4.737 1.183
H -1.265 -4.217 1.125
H -0.409 -5.713 0.685
H -0.048 -4.916 2.235
C 0.450 -3.994 -1.062
H -0.467 -3.443 -1.291
H 1.271 -3.617 -1.684
H 0.281 -5.051 -1.327
C 2.197 -4.543 0.656
H 2.996 -3.788 0.665
H 2.253 -5.146 1.574
H 2.412 -5.220 -0.186
C -4.204 2.595 -0.212
H -5.295 2.521 -0.088
H -3.735 2.270 0.727
H -3.969 3.652 -0.390
C -4.385 0.292 -1.148
H -4.143 -0.409 -1.957
H -4.050 -0.138 -0.197
H -5.480 0.387 -1.101
C -4.353 2.239 -2.711
H -5.447 2.127 -2.685
H -4.144 3.304 -2.859
H -3.979 1.677 -3.577
C 0.483 2.902 -1.937
H 0.996 3.866 -2.101
H 0.934 2.424 -1.056
H 0.661 2.276 -2.821
C -1.102 3.974 -0.382
H -0.687 3.391 0.453
H -0.498 4.889 -0.480
H -2.128 4.268 -0.137
C -1.578 3.978 -2.878
H -1.617 3.399 -3.812
H -2.575 4.381 -2.663
H -0.916 4.839 -3.067
Zn -0.991 0.296 0.365
C -1.621 -1.737 0.214
O -2.423 -2.499 -0.160
N 0.792 1.002 0.891
C 1.840 0.413 0.531
C 3.195 1.109 0.555
C 3.276 2.312 1.277
C 4.317 0.655 -0.157
C 4.477 3.031 1.330
H 2.376 2.674 1.783
C 5.510 1.381 -0.122
H 4.261 -0.251 -0.759
C 5.597 2.559 0.628
H 4.540 3.958 1.901
H 6.368 1.025 -0.695
H 6.532 3.121 0.654
S -2.957 1.804 4.219
C -3.787 0.311 3.825
C -3.259 -0.251 2.685
N -2.248 0.515 2.108
C -1.961 1.614 2.825
H -4.586 -0.107 4.419
H -3.546 -1.198 2.232
H -1.134 2.276 2.577
```

Output
gap between HOMO and LUMO = 0.2877 hartree
net charge = +1
maximum force = 0.07123 hartree/bohr
HOMO level = -10.14 eV
spin multiplicity = 1
ΔE to the lowest compared entry with this formula, charge and spin = 2.7 kcal/mol



Molecular formula: C21H42Br2N4O9Si
Method: DFT, the ωB97M-V functional and the def2-TZVPD basis

Structure (XYZ):
```
79
Properties=species:S:1:pos:R:3
C 3.770 3.175 1.252
C 3.555 2.269 -0.076
O 4.130 2.644 -1.136
O 2.775 1.047 -0.043
C 1.429 1.388 0.407
O 1.179 1.415 1.636
C 0.385 1.738 -0.749
Si -1.442 1.333 -0.308
Br -2.571 1.364 -2.330
C -2.275 2.731 0.740
C -1.481 4.148 0.644
C -2.499 5.422 0.724
O -3.654 5.175 1.553
C -1.713 -0.423 0.402
C -1.284 -0.602 1.926
O -0.255 -1.292 2.174
Br -2.254 0.127 3.487
H 4.181 2.455 2.050
H 4.467 4.055 1.071
H 2.727 3.519 1.609
H 0.659 1.055 -1.644
H 0.568 2.813 -1.083
H -2.483 2.426 1.819
H -3.311 2.942 0.264
H -0.901 4.271 -0.332
H -0.795 4.215 1.561
H -1.894 6.347 1.048
H -2.828 5.630 -0.365
H -3.402 4.763 2.414
H -1.046 -1.141 -0.213
H -2.807 -0.766 0.255
C 4.257 0.425 -6.106
N 2.905 0.694 -5.670
C 2.444 1.756 -4.953
C 3.433 2.812 -4.539
O 1.256 1.829 -4.665
H 4.257 0.351 -7.196
H 4.569 -0.534 -5.685
H 4.954 1.201 -5.796
H 2.182 0.030 -5.909
H 2.916 3.590 -3.977
H 4.201 2.375 -3.898
H 3.888 3.268 -5.421
C -0.387 -6.519 0.305
N -1.748 -6.256 0.720
C -2.226 -5.194 1.423
C -1.250 -4.129 1.845
O -3.419 -5.126 1.692
H -0.370 -6.600 -0.784
H -0.077 -7.473 0.738
H 0.300 -5.737 0.622
H -2.463 -6.927 0.473
H -1.779 -3.351 2.394
H -0.488 -4.557 2.500
H -0.784 -3.677 0.967
C -4.183 2.168 7.176
N -4.004 2.646 5.822
C -3.750 3.913 5.399
C -3.629 4.995 6.438
O -3.625 4.144 4.201
H -3.428 1.404 7.372
H -5.174 1.715 7.251
H -4.093 2.965 7.911
H -4.071 1.978 5.063
H -3.426 5.947 5.946
H -4.564 5.087 6.995
H -2.803 4.774 7.117
C 3.538 -4.851 -3.001
N 2.482 -5.793 -2.702
C 1.622 -6.401 -3.565
C 1.748 -6.083 -5.030
O 0.779 -7.179 -3.139
H 4.483 -5.272 -2.650
H 3.337 -3.925 -2.457
H 3.611 -4.636 -4.065
H 2.334 -6.057 -1.738
H 0.996 -6.643 -5.587
H 1.581 -5.017 -5.199
H 2.736 -6.374 -5.394
```

Output
SMILES string = CC(=O)OC(=O)C[Si@](Br)(CCCO)CC(=O)Br.CNC(C)=O.CNC(C)=O.CNC(C)=O.CNC(C)=O
gap between HOMO and LUMO = 0.3394 hartree
maximum force = 0.10993 hartree/bohr
HOMO level = -9.16 eV
spin multiplicity = 1



Molecular formula: C4H8N2O
Method: DFT, the ωB97M-V functional and the def2-TZVPD basis

Structure (XYZ):
```
15
Properties=species:S:1:pos:R:3
C 1.802 0.067 0.515
C 0.462 0.018 -0.211
O -0.056 -1.310 -0.058
C -1.393 -1.430 -0.270
N -2.106 -2.407 0.085
C -0.469 0.997 0.470
N -0.570 2.119 -0.198
H 1.638 -0.032 1.592
H 2.306 1.021 0.319
H 2.451 -0.749 0.185
H 0.619 0.210 -1.294
H -1.551 -3.094 0.599
H -1.849 -0.595 -0.809
H -0.127 2.329 -1.098
H -1.157 2.856 0.175
```

Output
gap between HOMO and LUMO = 0.3486 hartree
maximum force = 0.00973 hartree/bohr
HOMO level = -8.77 eV
spin multiplicity = 1
ΔE to the lowest compared entry with this formula, charge and spin = 78.6 kcal/mol



Molecular formula: C6H12O
Method: DFT, the ωB97M-V functional and the def2-TZVPD basis

Structure (XYZ):
```
19
Properties=species:S:1:pos:R:3
C 1.809 -0.750 -0.664
C 0.663 -0.224 0.191
O 1.061 -0.165 1.564
C 0.153 1.160 -0.258
C -1.279 1.208 0.270
C -1.802 -0.192 -0.073
C -0.596 -1.124 0.163
H 2.661 -0.058 -0.646
H 1.498 -0.865 -1.708
H 2.149 -1.721 -0.290
H 1.828 0.421 1.613
H 0.798 1.969 0.107
H 0.148 1.216 -1.355
H -1.261 1.344 1.358
H -1.878 2.012 -0.169
H -2.097 -0.220 -1.130
H -2.679 -0.480 0.515
H -0.517 -1.893 -0.613
H -0.661 -1.636 1.127
```

Output
SMILES string = CC1(O)CCCC1
gap between HOMO and LUMO = 0.4075 hartree
maximum force = 0.00676 hartree/bohr
HOMO level = -10.13 eV
spin multiplicity = 1
ΔE to the lowest compared entry with this formula, charge and spin = 0.3 kcal/mol



Molecular formula: C3H5ClN2
Method: DFT, the ωB97M-V functional and the def2-TZVPD basis

Structure (XYZ):
```
11
Properties=species:S:1:pos:R:3
N 2.040 0.199 0.127
N 1.348 -1.031 -0.209
C 0.059 -0.930 -0.160
C -0.457 0.380 -0.159
C -1.797 0.693 -0.184
Cl -3.103 -0.515 0.095
H 1.605 0.500 1.038
H 2.979 -0.167 0.406
H -0.591 -1.873 -0.188
H 0.233 1.121 -0.338
H -2.315 1.623 -0.429
```

Output
SMILES string = N/N=C\C=C/Cl
gap between HOMO and LUMO = 0.3270 hartree
maximum force = 0.11451 hartree/bohr
HOMO level = -8.86 eV
spin multiplicity = 1
ΔE to the lowest compared entry with this formula, charge and spin = 43.5 kcal/mol